DFT (wB97M-V/def2-TZVPD) results for an isolated ion of composition C2H6O2P3 and charge -1.

Results
**Energy**: -34132.143 eV
**Total charge**: -1
**Orbital gap**: 8.61 eV
**Highest occupied orbital energy**: -4.50 eV
**LUMO**: 4.108 eV
**Molar mass**: 154.99 g mol⁻¹
**SMILES string**: O=C([O-])C1(P)[PH2]=[PH2]1

The geometry in XYZ format:
```
13
Properties=species:S:1:pos:R:3:forces:R:3:mulliken_charge:R:1
O 1.264 1.824 -0.490 -0.0930 0.7476 -0.1633 -0.699
C 1.326 0.602 -0.426 -1.6293 0.0761 1.7850 0.633
O 2.176 -0.206 -0.755 1.1662 -1.0943 -0.6787 -0.684
C 0.024 -0.145 0.317 -0.0004 -0.1456 -2.4507 0.098
P 0.430 -1.953 0.230 -1.5862 -0.1074 -0.1696 -0.107
P -1.546 0.287 -0.679 0.0560 -3.3586 -1.6759 -0.131
P -0.695 0.583 1.791 0.3773 -1.9875 2.3411 -0.226
H -1.002 -2.404 0.250 1.0675 0.1696 0.2420 0.011
H 0.415 -2.082 -1.185 0.1434 0.0187 0.1805 0.007
H -1.339 1.563 -0.953 0.5824 2.4358 -0.1858 0.010
H -1.114 -0.062 -2.086 -0.2879 0.1852 1.4149 0.024
H -0.308 1.717 1.189 0.7590 2.2605 0.2342 0.037
H 0.369 0.275 2.798 -0.5551 0.7999 -0.8736 0.026
```
Positions in Å, forces in eV/Å.